No. 1
A cluster of 2 separate species, C3H8N in total in a non-equilibrium geometry, computed with ωB97M-V/def2-TZVPD.

Structure (XYZ):
```
12
Properties=species:S:1:pos:R:3:nbo_charge:R:1
N 0.733 0.268 0.958 -0.570
C 0.281 0.297 -0.467 -0.084
C -0.133 -1.000 -1.086 -0.633
C -0.448 1.010 0.562 -0.011
H 0.591 -0.613 1.458 0.451
H 0.741 -1.578 -1.380 0.250
H -0.542 2.069 0.711 0.246
H 0.912 0.906 -1.115 0.259
H -0.707 -0.795 -1.988 0.267
H -2.258 0.275 1.494 0.141
H 1.582 0.749 1.265 0.451
H -0.752 -1.589 -0.412 0.234
```

Values from the calculation:
* net charge: +1
* gap between HOMO and LUMO (alpha / beta): 0.37670 / 0.35915 Ha
* spin multiplicity: 1
* largest force on an atom: 0.0532 hartree/bohr



No. 2
The ion C5H3O2S2 with charge -1 in a non-equilibrium geometry, computed with ωB97M-V/def2-TZVPD.

Structure (XYZ):
```
12
Properties=species:S:1:pos:R:3:nbo_charge:R:1
S 2.244 -0.485 -0.042 1.585
S -1.246 -3.232 -0.336 -0.165
O 2.836 -1.839 -0.301 -0.953
O 2.941 0.196 1.049 -0.924
C -0.649 0.264 0.367 -0.058
C -1.726 2.574 0.375 -0.503
C -0.939 1.486 0.575 -0.036
C -0.154 -2.007 -0.719 -0.282
C 0.019 -0.841 0.135 -0.259
H 0.671 -2.282 -1.387 0.225
H -1.583 3.563 0.772 0.186
H -2.413 2.603 -0.487 0.184
```

Values from the calculation:
* net charge: -1
* gap between HOMO and LUMO: 0.24288 Ha
* spin multiplicity: 1
* largest force on an atom: 0.0609 hartree/bohr



No. 3
The ion C7H13N2S with charge +1 in a non-equilibrium geometry, computed with ωB97M-V/def2-TZVPD.

Structure (XYZ):
```
23
Properties=species:S:1:pos:R:3:nbo_charge:R:1
S -0.873 2.547 0.039 0.045
N 3.082 0.038 -0.548 -0.481
N -1.396 -0.161 0.279 -0.370
C 0.934 0.554 -0.210 -0.184
C 2.858 0.008 0.798 -0.020
C -2.733 0.007 -0.211 -0.489
C 1.903 0.355 -1.213 -0.050
C -0.482 0.815 -0.455 -0.139
C -0.886 -1.553 0.079 -0.447
C 1.529 0.320 1.023 -0.344
H -2.944 -0.692 -1.112 0.251
H -1.217 -0.065 1.233 0.436
H 1.194 0.356 2.044 0.232
H -0.523 -1.703 -0.883 0.233
H 3.967 -0.299 -0.851 0.433
H -0.817 2.334 1.370 0.127
H -0.635 0.609 -1.436 0.235
H -3.054 1.119 -0.367 0.283
H -3.559 -0.436 0.406 0.259
H -1.862 -2.280 0.023 0.236
H -0.142 -2.042 0.762 0.275
H 3.647 -0.269 1.526 0.237
H 2.010 0.438 -2.296 0.242
```

Values from the calculation:
* net charge: +1
* gap between HOMO and LUMO: 0.34323 Ha
* structure (SMILES): C[NH+](C)[C@@H](S)c1cc[nH]c1
* spin multiplicity: 1
* largest force on an atom: 0.0983 hartree/bohr



No. 4
A structure of composition C3H6CdO3 in a non-equilibrium geometry, computed with ωB97M-V/def2-TZVPD.

Structure (XYZ):
```
13
Properties=species:S:1:pos:R:3:nbo_charge:R:1
Cd -1.132 -1.733 3.418 1.819
O -1.047 0.144 2.540 -0.725
O -0.256 -1.661 1.563 -0.728
O -0.099 0.337 0.531 -0.491
C 0.629 0.844 -1.744 -0.678
C 0.242 -0.268 -0.819 -0.046
C -0.409 -0.438 1.650 0.967
H 1.055 -0.959 -0.586 0.246
H 1.516 1.380 -1.385 0.257
H -0.663 -0.802 -1.120 0.233
H -0.201 1.543 -1.913 0.247
H -0.509 1.237 0.571 0.599
H 0.875 0.375 -2.706 0.299
```

Values from the calculation:
* net charge: +2
* gap between HOMO and LUMO: 0.31556 Ha
* spin multiplicity: 1
* largest force on an atom: 0.0754 hartree/bohr



No. 5
A cluster of 6 separate species, C2H16NO5 in total in a non-equilibrium geometry, computed with ωB97M-V/def2-TZVPD.

Structure (XYZ):
```
24
Properties=species:S:1:pos:R:3:nbo_charge:R:1
O 0.634 3.122 1.292 -0.981
O -0.872 0.111 -3.224 -0.969
O -2.096 -3.275 -0.100 -0.963
O 2.131 1.064 -1.057 -0.988
O 2.174 -0.357 2.271 -0.891
N -0.066 -0.660 -0.536 -0.767
C -1.595 -0.451 1.355 -0.017
C -0.836 0.184 0.430 0.241
H -1.624 -3.905 -0.599 0.490
H 0.665 3.985 0.895 0.500
H 2.224 0.561 2.291 0.478
H 1.912 1.797 -0.475 0.493
H 2.185 -0.655 3.222 0.508
H -0.494 1.243 0.275 0.302
H -2.063 0.091 2.047 0.236
H -0.406 -0.260 -1.548 0.525
H 0.102 3.338 2.097 0.496
H -1.733 0.587 -3.323 0.515
H 0.890 -0.502 -0.369 0.497
H -1.957 -1.507 1.123 0.297
H -0.339 -1.638 -0.397 0.464
H -2.832 -3.430 -0.653 0.494
H 3.066 0.874 -1.028 0.514
H -0.317 0.309 -3.972 0.527
```

Values from the calculation:
* net charge: +2
* gap between HOMO and LUMO (alpha / beta): 0.35036 / 0.17278 Ha
* spin multiplicity: 2
* largest force on an atom: 0.0960 hartree/bohr



No. 6
An isolated molecule of C2H4ClN2P in a non-equilibrium geometry, computed with ωB97M-V/def2-TZVPD.

Structure (XYZ):
```
10
Properties=species:S:1:pos:R:3:nbo_charge:R:1
Cl 2.413 -0.743 -0.250 -0.106
P -0.808 -1.545 0.277 1.236
N -0.127 -0.061 0.386 -0.763
N -2.085 -1.237 -0.579 -1.157
C 1.140 0.293 0.560 0.002
C 0.314 1.226 -0.160 -0.208
H -0.186 2.086 0.251 0.213
H -2.692 -2.031 -0.768 0.374
H 1.599 0.691 1.440 0.204
H 0.430 1.320 -1.156 0.206
```

Values from the calculation:
* gap between HOMO and LUMO: 0.36177 Ha
* structure (SMILES): [H]/N=P/N1C[C@@H]1Cl
* spin multiplicity: 1
* largest force on an atom: 0.0843 hartree/bohr